(one)
This record from OMol25 describes a cluster of 2 separate species, CH2N2O3 in total. The level of theory is ωB97M-V with the def2-TZVPD basis set.

The orbital gap is 10.430 eV. The calculation puts the LUMO energy at -0.207 eV. As for the SMILES: N=C=O.O=NO.

Atoms and positions in Å:
C -1.57251 -0.49541 -0.19823
N -1.68487 0.69646 -0.38406
N 1.90527 -0.39827 -0.01319
O -1.59166 -1.58898 0.17395
O 1.02189 0.63166 0.47752
O 1.29428 -1.21523 -0.55857
H 1.56999 1.03710 1.19296
H -0.94239 1.33267 -0.69040

Löwdin population analysis, charges in e, atoms 1 to 4: atom 1 (C): -0.451, atom 2 (N): 0.162, atom 3 (N): -0.050, atom 4 (O): 0.154

(two)
This record from OMol25 describes a cluster of 2 separate species, CH2N2O3 in total. The level of theory is ωB97M-V with the def2-TZVPD basis set.

The orbital gap is 11.248 eV. The calculation puts the LUMO energy at 0.454 eV. As for the SMILES: [nH]1oo1.N=C=O.

Atoms and positions in Å:
C 1.87990 -0.62146 0.41598
N -1.69538 -0.26291 -0.20086
N 1.26156 0.34443 0.08192
O 2.23243 -1.71637 0.46199
O -2.27728 0.81101 -0.86591
O -1.45387 1.00942 0.25147
H 0.97798 1.15647 0.54341
H -0.92533 -0.72059 -0.68801

Löwdin population analysis, charges in e, atoms 1 to 4: atom 1 (C): -0.408, atom 2 (N): -0.024, atom 3 (N): 0.199, atom 4 (O): 0.171

Quick ranking, most stable first: (one), (two).

(one)
This record from OMol25 describes an isolated molecule of C4H5ClN2O. The level of theory is ωB97M-V with the def2-TZVPD basis set.

The orbital gap is 8.577 eV. The calculation puts the LUMO energy at -0.111 eV. As for the SMILES: C=NN/C=C(\Cl)C=O.

Atoms and positions in Å:
C -0.21592 -0.71955 -0.54747
C -1.05708 -1.92841 -0.35247
C -0.06344 0.16020 0.45453
C 0.21891 2.17769 2.45821
H -1.16689 -2.57497 -1.26092
H -0.55574 -0.05966 1.36576
H 1.25919 1.45407 -0.42202
H 0.43562 2.92064 3.19961
H -0.58590 1.45013 2.67011
N 0.68826 1.28588 0.40425
N 0.90336 2.20238 1.38904
O -1.61019 -2.17830 0.69387
Cl 0.53289 -0.48948 -2.10196

Löwdin population analysis, charges in e, atoms 1 to 4: atom 1 (C): -0.628, atom 2 (C): -0.304, atom 3 (C): -0.130, atom 4 (C): -0.039

(two)
This record from OMol25 describes a cluster of 2 separate species, C4H5ClN2O in total. The level of theory is ωB97M-V with the def2-TZVPD basis set.

The orbital gap (spin up / spin down) is 7.177 / 7.178 eV. The calculation puts the LUMO energy (spin up / spin down) at -1.343 / -1.342 eV.

Atoms and positions in Å:
C 1.70856 0.98843 -0.66446
C 0.77285 -0.77840 -1.15078
C 0.28369 0.95384 1.17232
C -0.47825 -0.12255 0.81252
N 1.24545 1.42570 0.39915
N -0.09314 -1.02686 -0.20096
O -1.56907 -0.59042 1.45894
Cl -2.55129 0.09096 -1.18175
H 2.52073 1.34745 -1.15816
H 1.02153 -1.23337 -1.98405
H 0.19945 1.46715 2.09852
H -0.79352 -1.78503 -0.40376
H -2.26700 -0.73691 0.80246

Löwdin population analysis, charges in e, atoms 1 to 4: atom 1 (C): 0.095, atom 2 (C): 0.178, atom 3 (C): -0.063, atom 4 (C): -0.382

(three)
This record from OMol25 describes a cluster of 2 separate species, C4H5ClN2O in total. The level of theory is ωB97M-V with the def2-TZVPD basis set.

The orbital gap (spin up / spin down) is 8.755 / 8.755 eV. The calculation puts the LUMO energy (spin up / spin down) at 0.102 / 0.103 eV.

Atoms and positions in Å:
C 3.74031 -0.95200 -0.29921
C 0.95250 -0.93412 0.45843
C -1.15168 -0.08452 -0.28151
C 3.14317 -0.19035 0.70001
N 4.15724 -1.57570 -1.17253
N 0.29135 0.01897 -0.10533
O 0.80050 -2.00861 0.91985
Cl 2.97148 1.51477 0.30112
H -1.65024 0.73789 0.23177
H -1.40672 -0.06496 -1.34149
H -1.47756 -1.03055 0.14920
H 3.36919 -0.36975 1.73862
H 0.78006 0.87618 -0.35220

Löwdin population analysis, charges in e, atoms 1 to 4: atom 1 (C): -0.382, atom 2 (C): -0.322, atom 3 (C): -0.030, atom 4 (C): -0.568

Quick ranking, most stable first: (one), (three), (two).